Molecular formula: C68H81ClFIN13O3SSi
Method: DFT, ωB97M-V/def2-TZVPD

```
! wB97M-V def2-TZVPD RIJCOSX def2/J DEFGRID3
* xyz 1 1
C 6.987 -5.293 2.398
C 7.008 -4.095 2.382
C 6.710 -2.667 2.511
C 5.317 -2.358 1.919
C 4.253 -2.788 2.945
C 2.858 -3.135 2.397
F 3.065 -4.284 1.672
N 2.062 -3.549 3.604
C 1.274 -2.412 3.897
N 0.455 -2.526 4.900
I -0.753 -0.986 5.519
Si 0.306 -4.117 5.851
C 1.973 -4.743 6.429
C -0.658 -5.308 4.773
C -0.717 -3.799 7.392
N 1.479 -1.356 3.033
C 1.973 -0.089 3.577
Cl 3.635 0.380 3.115
C 1.068 1.173 3.347
C -0.242 0.971 2.559
C 1.944 -2.071 1.790
C 0.554 -2.626 1.204
C 0.371 -4.140 1.044
C -0.994 -4.493 0.405
C -1.367 -3.640 -0.813
S -0.349 -3.823 -2.267
O 0.214 -2.524 -2.530
O -1.157 -4.347 -3.318
O 0.837 -4.855 -2.026
C 2.459 -1.295 0.592
C 2.149 0.031 0.322
C 2.621 0.629 -0.832
C 3.401 -0.145 -1.678
N 3.711 -1.421 -1.463
C 3.227 -1.966 -0.350
H 6.906 -6.353 2.408
H 7.457 -2.111 1.943
H 6.760 -2.409 3.569
H 5.223 -1.317 1.630
H 5.198 -3.037 1.079
H 4.227 -2.086 3.780
H 4.639 -3.734 3.340
H 2.748 -3.550 4.362
H 2.387 -5.441 5.698
H 1.892 -5.253 7.386
H 2.705 -3.933 6.509
H -1.631 -5.456 5.243
H -0.859 -4.842 3.808
H -0.156 -6.267 4.672
H -0.281 -3.035 8.031
H -0.778 -4.767 7.894
H -1.732 -3.534 7.097
H 2.023 -0.205 4.659
H 1.669 1.912 2.823
H 0.829 1.620 4.311
H -0.252 0.105 1.904
H -1.118 0.993 3.201
H -0.367 1.838 1.906
H -0.271 -2.249 1.815
H 0.396 -2.193 0.223
H 1.156 -4.526 0.397
H 0.462 -4.714 1.965
H -1.770 -4.464 1.171
H -0.928 -5.537 0.087
H -1.448 -2.604 -0.500
H -2.370 -3.936 -1.113
H 1.644 -4.320 -1.939
H 1.543 0.613 1.000
H 2.376 1.657 -1.051
H 3.794 0.322 -2.574
H 3.452 -3.016 -0.190
N -1.680 0.966 -2.849
C -0.537 0.351 -3.165
C 0.510 0.979 -3.824
C 0.369 2.312 -4.172
C -0.809 2.969 -3.849
C -1.795 2.249 -3.192
H -0.455 -0.687 -2.859
H 1.415 0.434 -4.051
H 1.167 2.834 -4.686
H -0.956 4.012 -4.101
H -2.734 2.718 -2.918
N -4.851 -3.855 0.201
C -5.852 -3.725 1.072
C -7.165 -4.069 0.793
C -7.461 -4.574 -0.463
C -6.435 -4.714 -1.383
C -5.155 -4.343 -1.003
H -5.579 -3.324 2.043
H -7.936 -3.945 1.540
H -8.477 -4.853 -0.718
H -6.620 -5.103 -2.375
H -4.325 -4.442 -1.695
N -1.191 -9.185 -6.455
C -0.632 -9.919 -5.495
C -0.099 -9.386 -4.331
C -0.147 -8.012 -4.156
C -0.722 -7.231 -5.144
C -1.229 -7.866 -6.269
H -0.614 -10.988 -5.675
H 0.341 -10.032 -3.584
H 0.259 -7.554 -3.262
H -0.778 -6.156 -5.044
H -1.691 -7.295 -7.066
N 3.394 3.323 -3.227
C 4.546 3.654 -2.647
C 5.221 4.837 -2.899
C 4.671 5.727 -3.808
C 3.470 5.402 -4.422
C 2.875 4.190 -4.095
H 4.942 2.928 -1.945
H 6.153 5.054 -2.397
H 5.171 6.660 -4.036
H 3.013 6.063 -5.136
H 1.937 3.892 -4.548
N -10.967 -4.652 -0.906
C -12.003 -4.688 -0.068
C -13.141 -3.911 -0.217
C -13.208 -3.044 -1.296
C -12.141 -2.991 -2.177
C -11.051 -3.813 -1.938
H -11.909 -5.378 0.763
H -13.952 -3.985 0.494
H -14.079 -2.420 -1.447
H -12.152 -2.329 -3.031
H -10.195 -3.804 -2.606
N -0.119 6.238 -4.396
C 1.003 6.162 -3.687
C 1.980 7.149 -3.678
C 1.769 8.278 -4.455
C 0.607 8.371 -5.204
C -0.302 7.330 -5.139
H 1.119 5.262 -3.096
H 2.869 7.042 -3.079
H 2.502 9.075 -4.476
H 0.407 9.234 -5.824
H -1.226 7.363 -5.704
N 3.932 4.096 1.007
C 4.424 3.558 2.123
C 4.902 4.300 3.191
C 4.873 5.683 3.093
C 4.368 6.263 1.939
C 3.911 5.426 0.932
H 4.424 2.475 2.143
H 5.288 3.807 4.074
H 5.239 6.301 3.904
H 4.327 7.338 1.818
H 3.504 5.837 0.014
N 3.826 9.474 0.853
C 3.144 10.161 1.769
C 2.250 11.175 1.463
C 2.054 11.497 0.130
C 2.755 10.795 -0.836
C 3.623 9.797 -0.423
H 3.329 9.879 2.800
H 1.723 11.697 2.249
H 1.365 12.284 -0.151
H 2.632 11.016 -1.888
H 4.190 9.222 -1.148
N -3.632 5.090 0.002
C -2.969 4.021 -0.436
C -2.987 2.788 0.198
C -3.738 2.658 1.355
C -4.434 3.760 1.828
C -4.348 4.947 1.115
H -2.393 4.168 -1.341
H -2.430 1.954 -0.211
H -3.782 1.712 1.881
H -5.032 3.702 2.727
H -4.880 5.832 1.447
*
```

HOMO (hartree): -0.380
Kohn-Sham gap (eV): 6.17
Molecular weight (g mol⁻¹): 1369.99
Electronic energy (Ha): -5122.36034

Here are the Löwdin charges for atoms 1 to 6, given in e:
1. C 0.12
2. C -0.15
3. C -0.19
4. C -0.18
5. C -0.12
6. C -0.37